118
Properties=species:S:1:pos:R:3:lowdin_charge:R:1 method="wB97M-V/def2-TZVPD" e_homo_ha=-0.1595 charge=-1
Co 0.11369 0.27763 0.35617 0.200
O -0.82208 -0.58049 4.06550 0.046
C -1.21658 -0.17276 2.97876 -0.609
O -0.81866 -0.59838 1.82990 -0.227
C -2.33985 0.83038 2.90642 -0.148
C -3.10908 1.03536 4.05178 -0.035
C -4.20143 1.88039 4.04985 -0.107
C -4.52385 2.55187 2.87168 -0.111
C -3.75691 2.37516 1.73870 -0.140
C -2.64819 1.50938 1.72093 -0.528
S -1.79338 1.42802 0.18844 0.826
H -2.81500 0.49341 4.94192 0.110
H -4.79492 2.01864 4.94515 0.088
H -5.37434 3.22360 2.84027 0.091
H -3.99807 2.91383 0.82950 0.089
C 6.43678 -2.52584 0.57147 -0.054
O 5.94315 -3.52634 -0.32812 -0.109
C 4.85275 -4.23945 0.12242 -0.238
C 5.02467 -5.53159 0.58506 -0.010
C 3.92488 -6.29284 0.95304 -0.089
C 2.65076 -5.76319 0.81019 -0.072
C 2.47629 -4.47933 0.31915 -0.031
C 3.57366 -3.68578 0.01583 -0.162
N 3.48321 -2.41200 -0.55317 0.156
C 2.55872 -1.37762 -0.47036 -0.341
N 2.66064 -0.60686 -1.58236 0.158
C 1.75013 0.31139 -2.13913 -0.203
C 0.61468 0.79597 -1.48407 -0.141
C -0.13808 1.69277 -2.26696 -0.168
C 0.19092 2.07188 -3.55873 -0.089
C 1.32496 1.55888 -4.17007 -0.039
C 2.09077 0.66922 -3.45351 -0.259
O 3.24355 0.10193 -3.99567 -0.130
C 3.01254 -0.64593 -5.18177 -0.073
N 1.74094 -1.09764 0.50048 0.145
C 2.03547 -1.69863 1.76575 -0.175
C 1.05713 -2.38367 2.47402 -0.038
C 1.32365 -2.97288 3.69677 -0.068
C 2.59211 -2.89392 4.24325 -0.081
C 3.58626 -2.21600 3.55498 -0.010
C 3.31706 -1.62201 2.33138 -0.230
O 4.39561 -1.07882 1.66010 -0.190
C 4.36144 0.32772 1.46614 -0.050
H 7.36338 -2.88201 1.02719 0.087
H 5.70558 -2.28973 1.34313 0.069
H 6.64850 -1.62352 -0.00366 0.089
H 6.03214 -5.92336 0.64462 0.116
H 4.06266 -7.29801 1.32960 0.096
H 1.77892 -6.35306 1.06195 0.097
H 1.48759 -4.09056 0.13403 0.080
H 4.27727 -2.21049 -1.14086 0.147
H 3.33022 -0.91471 -2.27018 0.132
H -1.02953 2.14279 -1.85340 0.008
H -0.43517 2.77988 -4.08908 0.097
H 1.61041 1.84015 -5.17607 0.108
H 2.80564 0.00872 -6.03154 0.082
H 2.17113 -1.33129 -5.05028 0.083
H 3.92124 -1.21138 -5.38356 0.088
H 0.07005 -2.42724 2.04484 0.073
H 0.52514 -3.47749 4.22548 0.109
H 2.80967 -3.34788 5.20185 0.097
H 4.59530 -2.14498 3.94175 0.114
H 5.25188 0.58660 0.89401 0.095
H 4.37502 0.85263 2.42625 0.103
H 3.48020 0.61736 0.90350 0.053
C -4.78828 -2.63374 -2.68921 -0.212
Si -3.76710 -1.44768 -1.64384 0.257
C -4.74892 -1.00929 -0.11370 -0.210
C -3.51639 0.07018 -2.70916 -0.219
As -1.67257 -2.24484 -0.90232 0.881
Si -2.39728 -3.97920 0.52321 0.261
C -3.90650 -4.94941 -0.04205 -0.221
C -1.03277 -5.23969 0.79024 -0.217
C -2.80909 -3.22509 2.18260 -0.194
Si -0.90087 -3.33711 -2.82811 0.248
C 0.80215 -4.04586 -2.48398 -0.214
C -0.66965 -1.98598 -4.10787 -0.209
C -1.93672 -4.71103 -3.59498 -0.210
H -5.77392 -2.18058 -2.83852 0.031
H -4.92864 -3.61324 -2.23517 0.003
H -4.33791 -2.77989 -3.67276 0.012
H -5.61381 -0.40013 -0.39219 0.035
H -4.14040 -0.43447 0.58788 0.009
H -5.11617 -1.90184 0.39825 0.014
H -4.44097 0.65571 -2.71666 0.035
H -3.27924 -0.19850 -3.74057 0.014
H -2.72099 0.70158 -2.31801 -0.029
H -3.78512 -5.39305 -1.03107 0.008
H -4.80208 -4.32629 -0.05898 0.014
H -4.07610 -5.75804 0.67587 0.029
H -0.67158 -5.68033 -0.14151 0.020
H -1.42257 -6.04738 1.41736 0.036
H -0.18463 -4.79419 1.31191 0.004
H -3.60165 -2.47938 2.10617 0.023
H -1.94924 -2.72527 2.63201 0.011
H -3.14613 -4.01492 2.86214 0.037
H 1.46839 -3.27751 -2.08413 0.010
H 1.23223 -4.41069 -3.42233 0.037
H 0.79528 -4.87524 -1.77451 0.009
H 0.01231 -1.21685 -3.73368 0.013
H -1.60919 -1.48471 -4.34586 0.010
H -0.26415 -2.40267 -5.03567 0.031
H -2.43242 -5.33390 -2.84929 0.006
H -1.28397 -5.35553 -4.19099 0.025
H -2.70789 -4.30753 -4.25263 0.014
C 2.52723 3.05698 0.03992 -0.079
C 1.21257 3.02856 0.81532 -0.471
C 1.27531 4.09303 1.91777 -0.090
C 0.82778 1.68665 1.43548 -0.176
H 2.64478 4.01480 -0.47426 0.076
H 2.58504 2.26713 -0.70750 0.055
H 3.37789 2.95258 0.72050 0.067
H 0.40284 3.30524 0.13442 0.102
H 2.04173 3.83232 2.65499 0.075
H 0.32129 4.17156 2.44258 0.074
H 1.52364 5.07739 1.50886 0.069
H -0.01605 1.87076 2.10150 0.044
H 1.62665 1.26249 2.05257 0.078